Record 1
Molecular formula: C13H13BF4N3O8Pd
Method: DFT, ωB97M-V/def2-TZVPD

```
43
C13H13BF4N3O8Pd | the OMol25 dataset | ωB97M-V/def2-TZVPD
Pd -0.3681 1.1048 1.1419
O -2.0211 0.7483 -3.0647
C -1.5653 0.7482 -1.8778
O -0.6515 1.2752 -1.3032
C -2.4945 -0.1878 -1.0344
C -3.8362 -0.3077 -1.2093
C -4.5745 -0.9471 -0.1895
C -4.0271 -1.3494 1.0410
C -2.6948 -1.2150 1.2039
C -1.8244 -0.7872 0.1191
O -0.5988 -0.8976 0.2031
N -2.0919 -1.3430 2.5461
O -2.6532 -2.0391 3.3422
O -1.0807 -0.6842 2.7644
N -6.0334 -1.1197 -0.3910
O -6.4866 -0.6694 -1.4158
O -6.6269 -1.7056 0.4808
H -4.3535 0.0920 -2.0698
H -4.6572 -1.7090 1.8444
O 1.7248 1.1409 1.1110
C 2.6084 0.3810 0.6270
C 4.0106 0.9163 0.5231
C 4.6253 0.8680 -0.9050
C 3.7067 0.2987 -1.9892
C 3.5627 -1.2231 -1.8950
C 3.3562 -1.6885 -0.4543
N 2.3679 -0.8618 0.2480
H 4.6198 0.3471 1.2291
H 3.9656 1.9367 0.8915
H 5.5444 0.2798 -0.8824
H 4.9126 1.8797 -1.1834
H 4.1085 0.5565 -2.9687
H 2.7235 0.7766 -1.9295
H 4.4632 -1.7078 -2.2786
H 2.7286 -1.5565 -2.5171
H 4.2942 -1.6482 0.0974
H 3.0045 -2.7167 -0.4217
H 1.4099 -1.1787 0.2755
F -1.3608 3.2188 0.7921
B -1.8743 2.9289 2.0988
F -0.6906 2.5053 2.8343
F -2.5998 3.8814 2.6733
F -2.5726 1.6585 1.8924
```

As for the spin multiplicity: 5. Its HOMO energy (spin up / spin down) is -13.93 / -13.91 eV. The value obtained for the frontier orbital gap (spin up / spin down) is 8.95 / 5.70 eV. As for the charge: +1. The lowest unoccupied orbital energy (spin up / spin down) comes out at -4.98 / -8.20 eV.

Atom charges from the Löwdin analysis, given in e for atoms 1 to 2: 1.348, 0.332

---

Record 2
Molecular formula: C23H37ClF9NO4P
Method: DFT, ωB97M-V/def2-TZVPD

```
76
C23H37ClF9NO4P | the OMol25 dataset | ωB97M-V/def2-TZVPD
C -1.9044 0.6067 -2.2762
C -2.8905 1.5737 -1.5985
C -4.1308 1.7015 -2.4948
C -3.3829 1.0811 -0.2157
C -2.6480 1.5135 1.0659
C -1.4475 0.6705 1.5574
C -1.1018 -0.5639 0.7289
C -0.1291 -1.4712 1.4548
F 0.6850 -0.7834 2.2946
F -0.8121 -2.3456 2.2269
C 0.7881 -2.3148 0.5190
F 0.1045 -2.5902 -0.6074
F 1.0927 -3.4730 1.1121
C 2.1596 -1.7010 0.1025
F 2.6774 -2.5341 -0.8171
F 2.9729 -1.6700 1.1589
C 2.1512 -0.2919 -0.5450
F 1.8318 0.6476 0.3418
F 1.2467 -0.2556 -1.5285
F 3.3467 -0.0209 -1.0473
P -4.0285 1.5499 2.3479
O -3.2391 1.8522 3.7507
Cl -4.3580 -0.5004 2.5395
C -2.3196 3.0087 0.9284
C -1.5565 3.4336 -0.3296
C -0.1142 2.9144 -0.3497
C -1.5380 4.9708 -0.3966
N -2.2848 2.9385 -1.5372
O -1.7619 3.3005 -2.6412
H -2.2084 -0.4243 -2.0714
H -0.8756 0.7440 -1.9426
H -1.9231 0.7541 -3.3560
H -4.8020 2.4702 -2.1021
H -4.6710 0.7515 -2.5273
H -3.8356 1.9961 -3.5027
H -3.4788 -0.0049 -0.2696
H -4.4172 1.4495 -0.1175
H -0.5652 1.3070 1.6429
H -1.6395 0.3208 2.5746
H -1.9877 -1.1829 0.5697
H -0.7019 -0.3062 -0.2524
H -3.1076 1.0769 4.3122
H -1.7587 3.3560 1.8029
H -3.2723 3.5603 0.9118
H 0.3811 3.2180 0.5780
H 0.4248 3.3553 -1.1899
H -0.0554 1.8274 -0.4132
H -1.6629 5.2933 -1.4303
H -2.3395 5.4098 0.2019
H -0.5831 5.3625 -0.0398
C 0.9449 -2.4357 -4.2190
C 1.9206 -1.7119 -5.1447
C 1.1789 -1.7728 -6.4745
O -0.2127 -1.7436 -6.1561
C -0.3954 -1.9520 -4.7564
H 1.0835 -2.1993 -3.1662
H 1.0374 -3.5171 -4.3402
H 2.0444 -0.6746 -4.8253
H 2.9054 -2.1749 -5.1912
H 1.4055 -2.7010 -7.0101
H 1.4040 -0.9321 -7.1318
H -0.6876 -1.0051 -4.2884
H -1.2027 -2.6716 -4.6118
C 3.5334 -1.7713 4.3179
C 3.3943 -2.8684 5.3720
C 4.7298 -2.7635 6.0979
O 5.1127 -1.3897 6.0315
C 4.2842 -0.6989 5.0967
H 2.5813 -1.4182 3.9272
H 4.1394 -2.1282 3.4830
H 2.5719 -2.6371 6.0524
H 3.2212 -3.8583 4.9519
H 5.4949 -3.3739 5.6059
H 4.6748 -3.0601 7.1461
H 3.5904 -0.0503 5.6434
H 4.9162 -0.0718 4.4662
```

As for the spin multiplicity: 2. Its HOMO energy (spin up / spin down) is -8.48 / -9.47 eV. The value obtained for the frontier orbital gap (spin up / spin down) is 8.89 / 9.75 eV. The lowest unoccupied orbital energy (spin up / spin down) comes out at 0.40 / 0.28 eV.

Atom charges from the Löwdin analysis, given in e for atoms 1 to 2: -0.029, -0.447

---

Record 3
Molecular formula: C3H3Cl2N5O2
Method: DFT, ωB97M-V/def2-TZVPD

```
15
C3H3Cl2N5O2 | the OMol25 dataset | ωB97M-V/def2-TZVPD
C 0.1683 -0.5294 0.1298
C -1.0603 -0.4391 -0.7095
C 1.3700 0.3349 0.1469
N 0.1320 -1.6605 0.7456
N -1.7527 -1.5035 -0.4790
N 1.7135 1.4582 0.5271
N -1.3413 0.6359 -1.5352
N 2.6661 -0.9565 -0.8211
O -1.0687 -2.2930 0.4029
O 1.9874 -2.0723 -0.9776
Cl 3.2156 2.2027 0.5085
Cl 4.0697 -1.1683 0.1899
H -0.5180 1.2642 -1.7472
H -1.9177 0.3674 -2.4227
H 1.6528 -2.5187 -0.1450
```

As for the spin multiplicity: 3. Its HOMO energy (spin up / spin down) is -6.93 / -9.91 eV. The value obtained for the frontier orbital gap (spin up / spin down) is 6.82 / 7.37 eV. The lowest unoccupied orbital energy (spin up / spin down) comes out at -0.11 / -2.54 eV.

Atom charges from the Löwdin analysis, given in e for atoms 1 to 2: -0.221, -0.350

---

Record 4
Molecular formula: C4H11N2O
Method: DFT, ωB97M-V/def2-TZVPD

```
18
C4H11N2O | the OMol25 dataset | ωB97M-V/def2-TZVPD
N -0.5236 1.3996 0.2362
C -0.3704 0.5174 -0.9440
C -1.5918 0.5004 -1.8617
O -2.1576 1.5056 -2.1580
C 0.1397 -0.8628 -0.5004
C 1.2663 -0.6623 0.5023
N 0.7745 -0.7146 1.9270
H -1.4986 1.5287 0.4699
H -0.0755 2.2908 0.0932
H 0.4112 1.0176 -1.5328
H -1.8731 -0.5166 -2.2075
H 0.6697 -1.3363 -1.3301
H -0.7563 -1.4106 -0.2121
H 1.6640 0.3286 0.3563
H 2.0734 -1.3783 0.3861
H -0.0835 -1.2660 1.9757
H 0.4990 0.2271 2.2427
H 1.4325 -1.1684 2.5573
```

Its HOMO energy is -13.38 eV. The value obtained for the frontier orbital gap is 9.83 eV. As for the charge: +1. The lowest unoccupied orbital energy comes out at -3.55 eV. The SMILES is N[C@H](C=O)CC[NH3+].

Atom charges from the Löwdin analysis, given in e for atoms 1 to 2: 0.057, -0.347

---

Record 5
Molecular formula: C5H12O2
Method: DFT, ωB97M-V/def2-TZVPD

```
19
C5H12O2 | the OMol25 dataset | ωB97M-V/def2-TZVPD
O 0.7404 0.7293 1.4947
C -0.2999 -0.0154 0.9036
C -0.9308 0.6187 -0.3416
C -2.3562 0.1082 -0.4870
O -3.0785 0.5517 0.6495
H 1.5609 0.4562 1.0691
H 0.0243 -1.0422 0.6614
H -1.0859 -0.0856 1.6569
H -0.3731 0.3982 -1.2627
H -0.9448 1.7078 -0.2241
H -2.3425 -0.9937 -0.5412
H -2.8174 0.4799 -1.4138
H -3.8695 0.0120 0.7463
C 2.9670 -0.7889 0.0029
C 2.3117 -0.1934 -0.9890
H 3.7183 -0.2626 0.5874
H 2.7535 -1.8153 0.2901
H 1.5478 -0.7161 -1.5591
H 2.4747 0.8514 -1.2435
```

Its HOMO energy is -9.74 eV. The value obtained for the frontier orbital gap is 10.68 eV. The lowest unoccupied orbital energy comes out at 0.94 eV. The SMILES is OCCCO.C=C.

Atom charges from the Löwdin analysis, given in e for atoms 1 to 2: -0.076, -0.284

---

Record 6
Molecular formula: C26H23Br2N6OPtS
Method: DFT, ωB97M-V/def2-TZVPD

```
60
C26H23Br2N6OPtS | the OMol25 dataset | ωB97M-V/def2-TZVPD
Pt 0.1843 0.1981 -0.0794
N -0.4315 1.8509 3.8500
C -0.0800 1.5910 2.5982
S 0.3739 -0.0827 2.2057
N -0.0708 2.5334 1.6860
N 0.4640 2.0560 0.5145
C 1.3687 2.7465 -0.1351
C 1.6651 4.1375 0.1371
C 2.9973 4.5705 0.2413
C 3.2689 5.8983 0.5082
C 2.2224 6.8038 0.6486
C 0.9006 6.3822 0.5382
C 0.6162 5.0530 0.3024
C 2.2354 1.8854 -0.9761
C 3.1587 2.3542 -1.8882
C 4.0458 1.4584 -2.4783
C 3.9703 0.1167 -2.1426
C 2.9571 -0.3102 -1.2984
N 2.1072 0.5457 -0.7281
H -0.3880 1.1541 4.5757
H -0.5971 2.8094 4.1240
H 3.8185 3.8685 0.1760
H 4.2928 6.2275 0.6159
H 2.4376 7.8447 0.8498
H 0.0948 7.0959 0.6367
H -0.4114 4.7301 0.2071
H 3.1858 3.4100 -2.1187
H 4.7892 1.8105 -3.1813
H 4.6659 -0.6086 -2.5410
H 2.8363 -1.3523 -1.0438
Br -2.0356 0.7518 -6.4187
C -1.3734 0.4556 -4.7140
C -0.0534 0.0581 -4.5119
C 0.4004 -0.0976 -3.2231
N -0.3744 0.0801 -2.1454
C -1.6817 0.3659 -2.3369
C -2.1962 0.5978 -3.5976
C -2.5256 0.3115 -1.1216
C -3.9025 0.3125 -1.1981
C -4.6742 0.2075 -0.0416
Br -6.5230 0.2188 -0.1329
C -4.0056 0.0901 1.1714
C -2.6308 0.0894 1.1813
N -1.8820 0.1946 0.0722
H 0.6139 -0.1183 -5.3434
H 1.4248 -0.3998 -3.0583
H -3.2289 0.8800 -3.7331
H -4.3944 0.3822 -2.1556
H -4.5405 -0.0076 2.1053
H -2.1130 -0.0091 2.1219
C 2.0589 -2.7737 1.1824
C 0.8850 -2.9116 0.2867
C 0.3192 -4.2651 0.0441
O 0.3609 -1.9552 -0.3162
H 2.8723 -3.3659 0.7485
H 1.8435 -3.2456 2.1445
H 2.3786 -1.7456 1.3314
H 0.8984 -5.0491 0.5235
H 0.2503 -4.4482 -1.0295
H -0.7032 -4.2777 0.4313
```

Its HOMO energy is -16.78 eV. The value obtained for the frontier orbital gap is 6.67 eV. As for the charge: +3. The lowest unoccupied orbital energy comes out at -10.10 eV.

Atom charges from the Löwdin analysis, given in e for atoms 1 to 2: 1.376, 0.155

---

Record 7
Molecular formula: C4H6NOS
Method: DFT, ωB97M-V/def2-TZVPD

```
13
C4H6NOS | the OMol25 dataset | ωB97M-V/def2-TZVPD
C -1.4072 -0.3663 -0.2255
C -1.2844 0.9275 0.0672
C 0.0023 -0.9250 -0.4818
C 0.9608 0.2668 -0.1583
N 0.1454 1.2694 0.2157
O 0.3987 -1.9995 0.3270
S 2.6310 0.2294 -0.1803
H -2.3125 -1.0480 -0.3299
H -2.1222 1.5582 0.2401
H -0.0669 -1.0089 -1.6193
H 0.4811 2.1098 0.6567
H -0.2872 -2.4101 0.8442
H 2.8612 1.3967 0.6441
```

Its HOMO energy is -14.20 eV. The value obtained for the frontier orbital gap is 9.18 eV. As for the charge: +1. The lowest unoccupied orbital energy comes out at -5.02 eV.

Atom charges from the Löwdin analysis, given in e for atoms 1 to 2: 0.007, -0.012

---

Record 8
Molecular formula: C29H85O17S14
Method: DFT, ωB97M-V/def2-TZVPD

```
145
C29H85O17S14 | the OMol25 dataset | ωB97M-V/def2-TZVPD
O 0.3030 -1.3528 -0.9330
C 0.5457 -0.3359 0.1131
O 0.2844 0.7936 -0.3189
O 0.9519 -0.7456 1.2043
H -0.1477 -0.7212 -1.6071
C 1.0985 -0.4946 -6.2948
S 1.7910 0.5347 -4.9745
O 1.8872 1.8653 -5.5584
C 0.3963 0.4804 -3.8813
H 0.2283 0.0510 -6.6439
H 0.8604 -1.5221 -6.0122
H 1.8584 -0.5380 -7.0924
H -0.5551 0.7760 -4.4503
H 0.5713 1.1438 -3.0798
H 0.3397 -0.5776 -3.6713
C -0.1783 1.6442 6.8813
S 1.3226 1.5897 7.8011
O 1.5723 0.2655 8.4115
C 2.4646 1.6162 6.4058
H -0.3388 1.0028 6.0238
H -0.2191 2.6883 6.5062
H -0.9541 1.5064 7.6118
H 2.2371 0.7753 5.7178
H 3.4334 1.6356 6.8481
H 2.4735 2.5554 5.8266
C -5.4092 3.8240 1.8310
S -4.2174 2.6414 2.3433
O -3.7064 3.1660 3.6655
C -5.4231 1.4350 2.7916
H -5.6504 3.6419 0.8040
H -4.9153 4.7899 1.9080
H -6.3290 3.8695 2.4315
H -5.9021 1.7301 3.7543
H -4.9618 0.4662 2.9473
H -6.1535 1.3215 2.0032
C -2.1204 -5.5110 0.7546
S -1.5031 -3.9758 0.3157
O -2.3707 -3.0247 1.0642
C 0.0854 -4.0573 1.1705
H -2.1599 -5.5771 1.8946
H -1.4786 -6.3126 0.4408
H -3.0899 -5.6449 0.3921
H -0.1146 -4.4051 2.1556
H 0.5219 -3.0709 1.0824
H 0.6647 -4.8629 0.7198
C 4.3091 2.9254 -2.4856
S 2.7420 2.9191 -1.6834
O 2.9875 3.7634 -0.4683
C 1.8881 3.9744 -2.7850
H 4.2101 2.3480 -3.4439
H 4.9076 2.3914 -1.7049
H 4.7768 3.9353 -2.5542
H 0.8949 4.0892 -2.3266
H 1.8106 3.5212 -3.7426
H 2.4541 4.9074 -2.8549
C -0.8094 3.2469 1.7714
S -1.0227 4.1074 0.2052
O -2.1523 5.0683 0.3445
C 0.3251 5.2069 0.3791
H 0.1381 2.7626 1.6381
H -1.5483 2.4511 1.7485
H -0.8363 3.9431 2.6153
H 0.2312 5.7485 1.3438
H 0.3253 5.8687 -0.4812
H 1.2730 4.6908 0.2833
C 4.2875 -1.3696 -2.3742
S 5.4444 -1.1791 -1.0467
O 5.4972 0.3367 -0.7453
C 4.2961 -1.7264 0.1014
H 3.2907 -1.0351 -2.0071
H 4.2294 -2.3986 -2.7008
H 4.5647 -0.9088 -3.3505
H 3.5726 -0.8745 0.1044
H 4.7052 -1.7862 1.1085
H 3.7912 -2.6199 -0.2008
C -3.3587 3.7438 -2.5775
S -2.0629 2.9316 -3.4831
O -2.6937 1.9358 -4.3845
C -1.6211 4.3011 -4.4869
H -4.0010 4.1015 -3.4033
H -2.7998 4.5032 -2.0460
H -3.8168 3.0613 -1.8584
H -2.2710 5.0926 -4.1902
H -1.6408 3.9415 -5.4961
H -0.6332 4.6955 -4.3376
C 3.9040 -3.7698 5.2925
S 3.7143 -3.3808 3.5942
O 3.1373 -4.5630 2.8753
C 2.4622 -2.1411 3.7646
H 4.3420 -2.8730 5.7855
H 4.5943 -4.6029 5.3747
H 2.9322 -4.0732 5.5622
H 2.1430 -1.7597 2.7681
H 2.7976 -1.2825 4.3488
H 1.5993 -2.6290 4.2670
C 1.7044 -5.2412 -5.5037
S 2.2731 -4.2788 -4.1323
O 2.4387 -2.9395 -4.8021
C 0.8370 -4.3291 -3.1246
H 1.0301 -4.5926 -6.0548
H 1.3030 -6.2064 -5.1913
H 2.6339 -5.3584 -6.0845
H 0.8875 -3.3847 -2.5703
H 0.9652 -5.2259 -2.4867
H -0.0662 -4.2339 -3.6975
C -2.9596 -2.0468 -3.4933
S -2.2187 -2.5745 -5.0320
O -2.7444 -3.8620 -5.4804
C -2.7756 -1.2645 -6.1375
H -4.0308 -2.0714 -3.5000
H -2.6485 -1.0257 -3.2568
H -2.5862 -2.8155 -2.7719
H -2.1176 -1.2910 -7.0570
H -2.6537 -0.3046 -5.6573
H -3.8109 -1.4107 -6.5209
C -2.5679 -3.0701 4.1295
S -3.1273 -1.3361 4.0562
O -3.5533 -1.0175 5.4233
C -1.6001 -0.5921 3.5569
H -2.3457 -3.3283 3.0997
H -3.3000 -3.6902 4.6122
H -1.6305 -3.0613 4.7330
H -1.3227 -1.1166 2.6125
H -0.7456 -0.6494 4.2275
H -1.7993 0.5219 3.3354
C -5.3061 -1.3676 0.0751
S -4.6948 0.0038 -0.9960
O -5.4229 1.2639 -0.6179
C -3.0618 0.2997 -0.3476
H -4.7557 -2.2653 -0.1698
H -6.3212 -1.6383 -0.2445
H -5.3058 -1.0607 1.0984
H -2.4682 -0.6169 -0.3465
H -3.1249 0.7099 0.6632
H -2.6035 1.0965 -0.9127
C 5.7636 2.0493 2.0745
S 4.5910 1.1962 3.0305
O 4.5431 1.9783 4.3142
C 3.0768 1.6362 2.1611
H 5.6881 3.1191 2.3114
H 5.5238 1.8625 1.0375
H 6.7581 1.6405 2.2650
H 2.3041 1.4826 2.8869
H 2.9286 1.0565 1.2595
H 3.1159 2.7306 1.8658
```

Its HOMO energy is -6.56 eV. The value obtained for the frontier orbital gap is 8.16 eV. As for the charge: -1. The lowest unoccupied orbital energy comes out at 1.61 eV.

Atom charges from the Löwdin analysis, given in e for atoms 1 to 2: -0.076, -0.765

---

Record 9
Molecular formula: C9H24NO9Y
Method: DFT, ωB97M-V/def2-TZVPD

```
44
C9H24NO9Y | the OMol25 dataset | ωB97M-V/def2-TZVPD
Y 0.3805 -1.1518 -0.8396
O 1.1383 -2.7090 0.6419
H 1.3365 -2.2208 1.4646
O -0.2745 -2.7876 -2.1785
H -0.7263 -3.6437 -2.3112
O -1.3467 1.4499 -3.6069
C -0.6620 0.7820 -2.7078
O 0.3630 0.0578 -2.9229
O -1.0620 0.5742 -1.5731
H -2.1565 1.6441 -3.1292
C 3.5743 -1.1503 -1.4958
C 3.2226 0.3150 -1.2783
O 2.1286 0.4617 -0.3663
O 2.3779 -1.7875 -1.9677
H 4.0302 -1.5716 -0.5998
H 4.4296 -1.1599 -2.1714
H 3.0076 0.6481 -2.2937
H 4.1071 0.7883 -0.8520
H 2.2025 1.3875 -0.1232
H 2.4710 -2.0552 -2.8850
C -0.4360 3.9653 1.3383
O -0.1322 2.5895 1.3020
C 0.0121 1.9629 2.5863
C 0.6006 0.5166 2.3371
N -0.2558 -0.0532 1.2492
C -1.3155 -0.7873 1.9503
C -2.5792 -1.0034 1.0308
O -2.0620 -1.6884 -0.0736
C -3.0594 -2.1426 -0.9306
H -1.4000 4.2180 1.7797
H -0.2790 4.3077 0.3154
H 0.3359 4.5294 1.8619
H -0.9797 1.9288 3.0371
H 0.6169 2.4967 3.3193
H 0.6215 0.0328 3.3136
H 1.6178 0.7313 2.0097
H -0.7302 0.8227 1.0824
H -1.7533 -0.2068 2.7623
H -0.9321 -1.7460 2.2996
H -3.0228 -0.0889 0.6372
H -3.2955 -1.6064 1.5889
H -2.7511 -2.9417 -1.6048
H -3.3615 -1.2920 -1.5416
H -4.0009 -2.4166 -0.4545
```

Its HOMO energy is -7.90 eV. The value obtained for the frontier orbital gap is 8.10 eV. The lowest unoccupied orbital energy comes out at 0.20 eV.

Atom charges from the Löwdin analysis, given in e for atoms 1 to 2: 1.508, -0.455